{"formula": "C4H12OS", "method": "ωB97M-V/def2-TZVPD", "homo_ev": -8.5, "e_lumo_ev": 0.77, "relative_energy_ev": 1.823, "symbols": ["C", "C", "C", "S", "C", "H", "H", "H", "H", "H", "H", "H", "H", "H", "H", "H", "H", "O"], "xyz": [[2.257, 1.069, 0.059], [0.908, 0.390, 0.211], [0.841, -0.961, -0.584], [-0.627, -1.838, -0.858], [-1.799, -1.508, 0.554], [2.089, 2.177, 0.243], [3.058, 0.695, 0.652], [2.741, 0.955, -1.013], [0.185, 1.201, -0.101], [0.622, 0.217, 1.265], [1.699, -1.604, -0.414], [1.250, -0.693, -1.663], [-2.354, -2.236, 0.978], [-1.099, -0.994, 1.161], [-2.642, -0.849, 0.123], [-3.032, 1.436, 0.189], [-1.832, 0.867, -0.513], [-2.267, 1.674, -0.287]], "forces_ev_per_a": [[0.67, 1.33, -2.11], [-0.88, -0.11, -0.27], [2.64, 2.62, -2.07], [-2.36, -1.49, -0.56], [0.62, 3.63, -3.54], [0.65, -1.30, -0.15], [0.37, -0.27, 1.01], [-1.45, 0.35, 1.73], [0.30, -1.44, -0.19], [0.53, 0.07, -0.27], [-0.05, -0.34, 1.38], [-1.49, -0.13, 1.56], [-0.75, -3.17, 1.43], [-0.31, 0.64, 1.37], [1.55, -0.54, 0.80], [-1.39, -0.44, 0.87], [0.38, -0.83, -0.30], [0.97, 1.43, -0.67]]}